1.
{
  "formula": "C35H87Cl8N5O21P4",
  "method": "ωB97M-V with the def2-TZVPD basis set",
  "species": ["C", "C", "O", "N", "C", "H", "H", "H", "H", "H", "H", "H", "C", "C", "O", "N", "C", "H", "H", "H", "H", "H", "H", "H", "C", "C", "O", "N", "C", "H", "H", "H", "H", "H", "H", "H", "C", "C", "O", "N", "C", "H", "H", "H", "H", "H", "H", "H", "C", "C", "O", "N", "C", "H", "H", "H", "H", "H", "H", "H", "C", "O", "P", "O", "O", "C", "O", "C", "H", "H", "H", "H", "H", "H", "H", "H", "H", "C", "O", "P", "O", "O", "C", "O", "C", "H", "H", "H", "H", "H", "H", "H", "H", "H", "C", "O", "P", "O", "O", "C", "O", "C", "H", "H", "H", "H", "H", "H", "H", "H", "H", "C", "O", "P", "O", "O", "C", "O", "C", "H", "H", "H", "H", "H", "H", "H", "H", "H", "Cl", "C", "C", "Cl", "H", "H", "H", "H", "Cl", "C", "C", "Cl", "H", "H", "H", "H", "Cl", "C", "C", "Cl", "H", "H", "H", "H", "Cl", "C", "C", "Cl", "H", "H", "H", "H"],
  "xyz": [[-6.95, -3.52, 1.37], [-6.47, -2.10, 1.61], [-6.09, -1.40, 0.69], [-6.34, -1.65, 2.87], [-5.76, -0.31, 3.21], [-6.37, -4.10, 0.65], [-7.91, -3.45, 0.86], [-7.01, -4.17, 2.24], [-6.70, -2.19, 3.64], [-6.57, 0.42, 3.14], [-4.97, 0.05, 2.56], [-5.30, -0.41, 4.19], [2.02, -2.17, 3.54], [2.84, -1.65, 2.34], [3.22, -0.49, 2.40], [3.11, -2.48, 1.35], [2.45, -3.68, 0.86], [1.06, -2.37, 3.07], [1.93, -1.54, 4.42], [2.48, -3.12, 3.81], [3.71, -2.01, 0.68], [1.45, -3.38, 0.54], [2.31, -4.52, 1.54], [3.02, -4.25, 0.12], [1.17, 2.25, 3.12], [1.20, 3.47, 2.07], [2.25, 3.95, 1.68], [0.04, 4.05, 1.62], [-1.17, 4.31, 2.39], [1.33, 1.34, 2.54], [0.46, 2.45, 3.92], [2.10, 2.43, 3.66], [-0.10, 4.28, 0.64], [-1.78, 3.51, 2.80], [-1.82, 4.81, 1.66], [-1.14, 5.12, 3.11], [-6.92, 3.96, 1.85], [-5.46, 3.66, 1.36], [-4.84, 2.70, 1.80], [-5.10, 4.47, 0.38], [-3.96, 4.37, -0.45], [-7.54, 3.10, 1.58], [-7.38, 4.89, 1.55], [-6.85, 3.94, 2.94], [-5.61, 5.34, 0.26], [-3.78, 5.38, -0.81], [-4.14, 3.62, -1.22], [-3.03, 4.11, 0.06], [0.53, -4.43, -6.77], [0.32, -4.30, -5.30], [1.20, -4.63, -4.50], [-0.74, -3.60, -4.96], [-1.16, -3.42, -3.55], [0.37, -5.45, -7.12], [1.58, -4.16, -6.80], [-0.08, -3.64, -7.21], [-1.26, -3.09, -5.65], [-2.25, -3.49, -3.48], [-0.68, -2.52, -3.17], [-0.72, -4.19, -2.92], [5.80, -0.74, 0.68], [5.78, -2.12, 0.49], [6.66, -3.11, 1.36], [7.80, -2.47, 2.10], [5.49, -3.91, 2.34], [5.85, -4.77, 3.39], [7.23, -4.31, 0.37], [8.25, -3.98, -0.60], [6.60, -0.14, 0.24], [5.91, -0.57, 1.75], [5.02, -0.14, 0.20], [6.90, -5.08, 3.39], [5.27, -5.67, 3.22], [5.53, -4.43, 4.37], [9.21, -4.09, -0.11], [8.09, -3.06, -1.15], [8.16, -4.73, -1.40], [1.88, 1.23, -0.34], [0.43, 1.25, -0.31], [-0.42, 0.05, -1.04], [-0.29, -1.36, -0.61], [-1.93, 0.67, -0.79], [-2.48, 0.95, 0.51], [-0.27, 0.44, -2.65], [-0.39, 1.70, -3.04], [2.16, 1.22, -1.39], [2.26, 0.38, 0.22], [2.19, 2.19, 0.07], [-1.99, 0.36, 1.28], [-3.50, 0.61, 0.64], [-2.31, 1.99, 0.79], [0.48, 2.17, -3.51], [-0.53, 2.43, -2.25], [-1.19, 1.83, -3.77], [4.37, 2.21, -3.35], [4.97, 0.92, -3.81], [3.98, -0.36, -3.93], [4.51, -1.45, -4.83], [3.70, -0.94, -2.37], [3.09, -2.26, -2.27], [2.59, 0.27, -4.42], [1.69, -0.36, -5.35], [4.37, 2.91, -4.18], [4.91, 2.69, -2.54], [3.34, 1.97, -3.08], [3.63, -2.91, -1.59], [3.21, -2.63, -3.28], [2.02, -2.22, -2.03], [2.00, -1.33, -5.75], [1.57, 0.31, -6.20], [0.73, -0.49, -4.84], [-1.45, 0.06, 7.59], [-2.65, 0.25, 6.89], [-2.72, 1.30, 5.69], [-1.77, 2.44, 5.73], [-2.43, 0.34, 4.40], [-1.21, -0.33, 4.24], [-4.38, 1.58, 5.64], [-4.91, 2.71, 5.01], [-0.64, 0.54, 7.05], [-1.17, -1.00, 7.60], [-1.52, 0.35, 8.64], [-1.23, -1.42, 4.20], [-0.49, 0.03, 4.98], [-0.87, -0.08, 3.24], [-5.43, 2.23, 4.18], [-4.10, 3.36, 4.70], [-5.56, 3.19, 5.75], [5.60, 3.68, -0.05], [5.76, 3.97, 1.71], [5.38, 2.72, 2.39], [4.98, 2.91, 4.14], [5.07, 4.79, 1.86], [6.82, 4.23, 1.81], [6.13, 1.93, 2.35], [4.42, 2.38, 2.01], [0.12, 6.46, -7.76], [1.09, 5.06, -8.03], [0.54, 3.78, -7.31], [1.32, 3.64, -5.78], [2.15, 5.28, -7.86], [1.03, 4.89, -9.11], [0.89, 2.93, -7.89], [-0.54, 3.62, -7.38], [-2.85, -5.59, -0.21], [-2.55, -3.92, -0.03], [-2.07, -3.53, 1.42], [-0.64, -4.46, 2.18], [-3.42, -3.34, -0.31], [-1.70, -3.79, -0.70], [-2.89, -3.66, 2.13], [-1.82, -2.47, 1.32], [-6.14, 2.01, -4.02], [-5.46, 0.33, -3.89], [-4.59, 0.14, -2.57], [-4.48, -1.66, -2.44], [-5.03, 0.13, -4.87], [-6.31, -0.34, -3.72], [-5.21, 0.47, -1.74], [-3.59, 0.56, -2.62]],
  "lowdin_charge": [0.08, -0.39, 0.33, 0.11, 0.01, 0.11, 0.11, 0.11, 0.17, 0.10, 0.08, 0.10, 0.01, -0.55, 0.01, 0.04, -0.08, 0.03, 0.08, 0.08, 0.09, 0.05, 0.07, 0.09, 0.04, -0.49, 0.04, 0.01, -0.09, 0.06, 0.06, 0.04, 0.13, 0.06, 0.06, 0.09, 0.02, -0.53, 0.02, 0.01, -0.06, 0.08, 0.08, 0.07, 0.14, 0.10, 0.09, 0.06, 0.01, -0.61, 0.03, 0.01, -0.05, 0.09, 0.09, 0.07, 0.13, 0.06, 0.06, 0.08, -0.14, -0.23, 0.55, -0.25, -0.26, -0.14, -0.24, -0.09, 0.09, 0.09, 0.08, 0.09, 0.08, 0.09, 0.09, 0.09, 0.09, -0.05, -0.25, 0.57, -0.23, -0.26, -0.09, -0.21, -0.22, 0.07, 0.08, 0.08, 0.07, 0.07, 0.07, 0.05, 0.09, 0.10, -0.05, -0.21, 0.50, -0.25, -0.26, -0.08, -0.26, -0.07, 0.08, 0.04, 0.05, 0.07, 0.07, 0.07, 0.09, 0.08, 0.07, -0.11, -0.21, 0.51, -0.23, -0.25, -0.13, -0.25, -0.12, 0.08, 0.09, 0.10, 0.09, 0.08, 0.07, 0.05, 0.09, 0.10, 0.57, -0.62, -0.67, 0.55, 0.07, 0.08, 0.07, 0.03, 0.59, -0.72, -0.68, 0.62, 0.07, 0.06, 0.06, 0.08, 0.61, -0.72, -0.55, 0.54, 0.02, 0.04, 0.05, 0.04, 0.51, -0.63, -0.58, 0.58, 0.07, 0.04, 0.05, 0.05],
  "total_energy_ev": -225486.6383,
  "s2": 0.7547,
  "spin_multiplicity": 2,
  "charge": 1
}

2.
{
  "formula": "C35H88F3N13O4P3",
  "method": "ωB97M-V with the def2-TZVPD basis set",
  "species": ["C", "O", "C", "C", "C", "C", "C", "C", "C", "C", "C", "C", "N", "C", "N", "C", "N", "N", "C", "C", "C", "C", "F", "F", "F", "H", "H", "H", "H", "H", "H", "H", "H", "H", "H", "H", "H", "H", "H", "H", "H", "H", "H", "H", "H", "H", "H", "H", "H", "H", "H", "H", "H", "H", "H", "H", "H", "H", "H", "O", "P", "N", "C", "C", "N", "C", "C", "N", "C", "C", "H", "H", "H", "H", "H", "H", "H", "H", "H", "H", "H", "H", "H", "H", "H", "H", "H", "H", "O", "P", "N", "C", "C", "N", "C", "C", "N", "C", "C", "H", "H", "H", "H", "H", "H", "H", "H", "H", "H", "H", "H", "H", "H", "H", "H", "H", "H", "O", "P", "N", "C", "C", "N", "C", "C", "N", "C", "C", "H", "H", "H", "H", "H", "H", "H", "H", "H", "H", "H", "H", "H", "H", "H", "H", "H", "H"],
  "xyz": [[3.77, -6.13, -0.43], [3.06, -5.33, -1.42], [4.03, -4.38, -1.96], [3.73, -2.86, -1.59], [3.22, -2.64, -0.09], [1.65, -2.90, 0.08], [0.78, -1.65, -0.40], [-0.59, -1.48, 0.42], [-1.46, -2.84, 0.50], [-3.02, -2.60, 0.10], [-3.40, -3.18, -1.34], [-2.18, -2.90, -2.36], [-1.87, -1.43, -2.48], [-4.72, -2.39, -1.81], [-5.12, -2.74, -3.20], [-5.06, -4.18, -3.36], [-5.21, -4.61, -4.63], [-4.90, -5.07, -2.24], [-3.67, -4.73, -1.40], [-3.86, -5.45, 0.00], [-4.24, -7.01, -0.12], [-3.04, -7.84, -0.73], [-1.83, -7.42, -0.17], [-3.24, -9.18, -0.33], [-3.03, -7.81, -2.13], [4.41, -6.90, -0.98], [4.41, -5.50, 0.26], [2.98, -6.63, 0.22], [3.99, -4.46, -3.10], [5.08, -4.69, -1.66], [3.02, -2.41, -2.37], [4.72, -2.30, -1.69], [3.46, -1.59, 0.24], [3.74, -3.42, 0.55], [1.45, -3.01, 1.21], [1.29, -3.86, -0.40], [0.56, -1.72, -1.52], [1.37, -0.69, -0.19], [-1.14, -0.63, -0.10], [-0.42, -1.12, 1.50], [-1.48, -3.12, 1.61], [-0.99, -3.71, -0.04], [-3.13, -1.46, 0.02], [-3.73, -2.91, 0.93], [-1.27, -3.53, -2.14], [-2.53, -3.22, -3.42], [-2.68, -0.94, -2.90], [-1.10, -1.38, -3.17], [-5.54, -2.68, -1.07], [-4.48, -1.28, -1.66], [-4.46, -2.28, -3.85], [-4.74, -5.45, -4.98], [-5.80, -4.03, -5.24], [-4.67, -5.99, -2.66], [-2.80, -5.24, -1.93], [-4.77, -4.97, 0.51], [-2.99, -5.28, 0.71], [-5.14, -7.18, -0.79], [-4.54, -7.40, 0.90], [-5.82, 1.05, -0.37], [-5.64, 2.46, 0.22], [-6.79, 3.20, -0.77], [-6.69, 3.87, -2.05], [-8.18, 2.95, -0.43], [-3.98, 2.51, -0.22], [-3.27, 3.30, -1.21], [-3.24, 1.26, -0.01], [-5.45, 4.03, 1.02], [-5.04, 5.31, 0.48], [-4.90, 3.87, 2.37], [-7.28, 4.80, -2.02], [-7.07, 3.25, -2.87], [-5.69, 4.18, -2.32], [-8.52, 3.66, 0.33], [-8.32, 1.94, -0.03], [-8.85, 3.03, -1.29], [-3.90, 3.95, -1.81], [-2.70, 2.68, -1.91], [-2.55, 3.95, -0.70], [-3.33, 0.60, -0.88], [-3.60, 0.73, 0.87], [-2.17, 1.47, 0.16], [-3.96, 5.38, 0.34], [-5.32, 6.11, 1.17], [-5.53, 5.57, -0.46], [-3.81, 3.73, 2.35], [-5.35, 3.00, 2.86], [-5.14, 4.73, 3.00], [6.10, 0.47, -4.35], [7.43, 1.09, -3.88], [7.42, 0.35, -2.35], [6.93, 0.78, -1.06], [7.76, -1.07, -2.34], [6.83, 2.69, -4.05], [6.51, 3.70, -3.06], [6.00, 2.94, -5.23], [9.01, 1.75, -3.45], [9.40, 2.62, -2.36], [9.78, 2.10, -4.65], [7.67, 0.55, -0.29], [5.99, 0.27, -0.79], [6.74, 1.84, -0.98], [8.85, -1.19, -2.28], [7.40, -1.57, -3.24], [7.32, -1.60, -1.49], [6.62, 3.39, -2.03], [5.49, 4.07, -3.15], [7.17, 4.57, -3.19], [4.95, 2.69, -5.05], [6.35, 2.35, -6.08], [6.06, 3.99, -5.54], [9.14, 3.67, -2.54], [10.48, 2.58, -2.22], [8.98, 2.32, -1.39], [9.46, 3.07, -5.06], [9.63, 1.34, -5.42], [10.85, 2.13, -4.45], [-0.52, 3.27, 3.40], [-0.71, 3.07, 4.91], [0.20, 4.42, 5.36], [1.60, 4.59, 5.70], [-0.45, 5.72, 5.18], [0.03, 1.52, 4.88], [1.30, 1.05, 5.41], [-0.32, 0.67, 3.73], [-1.05, 2.84, 6.64], [-0.15, 2.62, 7.74], [-2.27, 2.06, 6.83], [1.69, 5.23, 6.59], [2.16, 5.07, 4.88], [2.12, 3.68, 5.94], [-1.06, 5.96, 6.05], [-1.10, 5.71, 4.30], [0.26, 6.53, 5.03], [1.91, 1.82, 5.87], [1.93, 0.58, 4.65], [1.12, 0.29, 6.18], [0.33, 0.87, 2.87], [-1.36, 0.84, 3.44], [-0.24, -0.39, 3.99], [0.20, 1.58, 7.80], [-0.67, 2.82, 8.69], [0.71, 3.28, 7.75], [-2.09, 0.98, 6.70], [-3.03, 2.35, 6.09], [-2.71, 2.23, 7.82]],
  "lowdin_charge": [-0.12, -0.24, -0.23, -0.16, -0.19, -0.21, -0.20, -0.19, -0.17, -0.12, -0.34, -0.19, 0.03, -0.11, 0.09, -0.26, 0.20, 0.15, -0.23, -0.11, -0.06, -0.45, 0.09, 0.07, 0.08, 0.10, 0.09, 0.10, 0.13, 0.12, 0.11, 0.10, 0.11, 0.10, 0.12, 0.10, 0.09, 0.12, 0.08, 0.10, 0.11, 0.09, 0.09, 0.12, 0.12, 0.11, 0.06, 0.09, 0.16, 0.12, 0.13, 0.14, 0.15, 0.12, 0.15, 0.13, 0.13, 0.13, 0.14, -0.29, 0.77, -0.35, -0.13, -0.12, -0.31, -0.12, -0.16, -0.33, -0.12, -0.15, 0.09, 0.08, 0.05, 0.08, 0.07, 0.08, 0.05, 0.08, 0.08, 0.04, 0.07, 0.09, 0.08, 0.09, 0.07, 0.07, 0.07, 0.08, -0.28, 0.77, -0.35, -0.13, -0.13, -0.32, -0.13, -0.15, -0.34, -0.12, -0.15, 0.09, 0.07, 0.05, 0.08, 0.07, 0.07, 0.05, 0.09, 0.08, 0.08, 0.07, 0.08, 0.08, 0.09, 0.07, 0.08, 0.07, 0.08, -0.28, 0.76, -0.35, -0.13, -0.12, -0.31, -0.13, -0.17, -0.33, -0.12, -0.15, 0.09, 0.09, 0.05, 0.08, 0.06, 0.08, 0.05, 0.09, 0.08, 0.07, 0.06, 0.08, 0.08, 0.09, 0.07, 0.08, 0.06, 0.08],
  "total_energy_ev": -101283.3064,
  "charge": 1
}

Number 1: F_max 6.0 eV/A. Number 2: F_max 7.7 eV/A.